C5H12O in the gas phase in a non-equilibrium geometry, computed with ωB97M-V with the def2-TZVPD basis set.

The geometry in ORCA input format:
```
! wB97M-V def2-TZVPD RIJCOSX def2/J DEFGRID3
* xyz 0 1
C 1.65182 -0.23929 1.13215
C -0.32239 0.03648 -0.24022
C -1.15910 0.44356 0.96479
C -0.66199 0.93916 -1.38839
C -0.50415 -1.42383 -0.62748
H 1.29880 0.28706 2.11358
H 2.72807 -0.03487 0.97027
H 1.42230 -1.38324 1.25942
H -0.87044 1.47785 1.33324
H -1.04307 -0.35423 1.75382
H -2.23396 0.49493 0.69792
H -0.44795 1.97849 -1.06833
H -1.72151 0.85592 -1.68384
H -0.02074 0.72526 -2.25390
H -0.33225 -2.04808 0.24157
H 0.25850 -1.60182 -1.40795
H -1.52622 -1.56733 -1.03653
O 1.05792 0.32919 0.00445
*
```

Properties
Energy above the lowest of the compared OMol25 structures with the same formula, charge and spin: 78.2 kJ/mol
HOMO level: -9.646 eV
Calculated total energy: -7426.5010 eV
Frontier orbital gap: 10.592 eV
LUMO energy: 0.9 eV


A molecular structure, C5H12O2 in a non-equilibrium geometry, computed with ωB97M-V with the def2-TZVPD basis set.

The geometry in ORCA input format:
```
! wB97M-V def2-TZVPD RIJCOSX def2/J DEFGRID3
* xyz 0 1
C -0.77907 -0.49518 0.00262
C -0.11598 -1.74586 -0.54588
C -1.60577 0.23589 -1.04605
H -1.47018 -0.83549 0.77865
H 0.87788 0.23359 -0.09865
H -0.87645 -2.45600 -0.87621
H 0.48578 -1.49149 -1.41774
H -2.15595 1.06699 -0.60815
H -0.96425 0.61347 -1.83991
H 0.53470 -2.19176 0.20509
H -2.36098 -0.44069 -1.45271
C 0.07885 0.65404 1.10423
C 0.57090 0.21690 2.24834
O 2.01305 0.69757 -0.39809
O 1.72906 1.87819 -1.16344
H 2.60702 2.27533 -1.23398
H -0.03394 1.68654 0.80490
H 0.58400 -0.82497 2.53116
H 0.88132 0.92293 3.00582
*
```

Properties
Energy above the lowest of the compared OMol25 structures with the same formula, charge and spin: 635.1 kJ/mol
HOMO level: -8.575 eV
Calculated total energy: -9468.5532 eV
Frontier orbital gap: 9.528 eV
LUMO energy: 1.0 eV